--- one ---
Molecular formula: C5H13NO
Method: DFT, the ωB97M-V functional and the def2-TZVPD basis

Its spin multiplicity is 2. The HOMO energy (alpha / beta) is -14.94 / -14.94 eV. As for the net charge: +1.

Geometry (Å):
C -0.24 2.32 -1.11
C 0.14 1.50 -2.35
H -0.47 3.35 -1.35
H -1.16 1.94 -0.67
H 0.54 2.18 -0.36
H -0.45 0.59 -2.47
H 1.17 1.17 -2.34
H -0.08 2.09 -3.24
C 0.00 -0.46 1.05
C -0.87 -0.82 2.24
C 0.94 -1.50 0.66
O 2.16 -1.44 0.98
N 0.62 -2.65 0.08
H -0.62 0.03 0.27
H 0.44 0.53 1.23
H -0.48 -0.42 3.18
H 1.31 -3.41 0.09
H -0.20 -2.86 -0.48
H -0.95 -1.88 2.48
H -1.80 -0.26 2.13

--- two ---
Molecular formula: C5H13NO
Method: DFT, the ωB97M-V functional and the def2-TZVPD basis

Its spin multiplicity is 2. The HOMO energy (alpha / beta) is -14.15 / -14.11 eV. As for the net charge: +1.

Geometry (Å):
C -0.28 -0.34 -0.60
C -0.07 1.17 -0.73
C 1.33 1.57 -1.19
O -0.77 1.59 -2.02
C 0.63 -0.99 0.44
N -0.24 -1.80 1.31
C -0.78 -1.19 2.60
H -1.31 -0.59 -0.65
H 0.28 -0.88 -1.46
H -0.23 1.63 0.20
H 1.40 2.63 -1.39
H 1.89 0.94 -1.98
H 1.96 1.47 -0.26
H -1.56 1.19 -2.11
H 1.32 -0.43 1.10
H 1.45 -1.48 -0.06
H 0.19 -2.70 1.57
H -0.11 -0.25 2.69
H -1.96 -1.26 2.68
H -0.42 -1.72 3.57

--- three ---
Molecular formula: C5H13NO
Method: DFT, the ωB97M-V functional and the def2-TZVPD basis

Its spin multiplicity is 2. The HOMO energy (alpha / beta) is -13.37 / -13.37 eV. As for the net charge: +1.

Geometry (Å):
C 2.04 -0.21 -0.71
C 1.01 -0.21 0.38
N -1.63 -0.70 1.97
C -1.12 -1.61 1.12
C 0.00 -1.26 0.31
C -1.66 -2.98 1.08
H 1.64 -0.68 -1.60
H 2.60 0.68 -1.00
H 2.94 -0.77 -0.41
H 0.35 0.73 0.34
H 1.36 -0.05 1.40
H -2.25 -0.95 2.73
H -1.03 0.00 2.41
H 0.15 -2.11 -0.37
H -0.97 -3.82 1.24
H -2.44 -2.98 1.87
H -2.06 -3.24 0.09
H 0.90 4.82 -2.90
H 1.02 6.30 -2.86
O 0.95 5.58 -3.49

three wins, 1.168 eV ahead of the next structure.

--- one ---
Molecular formula: C4H9F
Method: DFT, the ωB97M-V functional and the def2-TZVPD basis

The HOMO energy is -10.50 eV.

Geometry (Å):
C -0.87 -0.78 -0.57
C -0.18 0.14 0.29
C 0.71 0.82 -0.86
C 0.51 -0.20 1.37
F -0.23 -1.05 2.29
H -0.40 -1.68 -0.93
H -1.34 -0.27 -1.53
H -1.66 -1.25 -0.11
H -1.05 1.02 0.17
H 1.30 0.06 -1.35
H 1.41 1.64 -0.60
H -0.42 1.21 -1.22
H 0.48 0.83 1.99
H 1.73 -0.49 1.05

--- two ---
Molecular formula: C4H9F
Method: DFT, the ωB97M-V functional and the def2-TZVPD basis

The HOMO energy is -11.09 eV.

Geometry (Å):
C 0.56 1.20 -1.45
C 0.09 0.89 0.01
C 0.12 -0.68 0.23
C -0.78 -1.34 1.27
F -2.06 -0.79 1.50
H 1.68 1.16 -1.40
H 0.19 2.13 -1.81
H 0.21 0.41 -1.98
H -0.97 1.20 0.32
H 0.79 1.42 0.65
H 0.09 -1.12 -0.66
H 1.17 -0.93 0.33
H -0.80 -2.28 0.77
H -0.29 -1.27 2.21

two wins, 3.091 eV ahead of the next structure.

--- one ---
Molecular formula: H11O5S
Method: DFT, the ωB97M-V functional and the def2-TZVPD basis

The HOMO energy is -4.14 eV. As for the net charge: -1.

Geometry (Å):
S 0.77 1.61 -0.71
H 1.58 1.22 -1.71
H 0.81 -1.91 0.87
H 2.01 -1.54 0.06
O 1.77 -1.94 0.91
H -0.75 -0.27 1.97
H -2.00 0.40 1.32
O -1.62 -0.44 1.56
H -1.78 0.40 -0.92
H -2.03 1.83 -0.87
O -2.48 1.03 -1.18
H 1.48 0.25 2.12
H 0.72 1.43 1.59
O 0.95 0.99 2.44
H 0.56 -0.36 -2.74
H -0.18 -1.44 -1.93
O 0.19 -1.25 -2.80

--- two ---
Molecular formula: H11O5S
Method: DFT, the ωB97M-V functional and the def2-TZVPD basis

The HOMO energy is -4.42 eV. As for the net charge: -1.

Geometry (Å):
S 0.55 -2.28 -0.27
H -0.60 -2.97 -0.02
H 0.31 -0.47 0.88
H -0.82 0.35 1.52
O 0.15 0.30 1.48
H 0.50 2.13 0.51
H 1.56 2.44 -0.47
O 1.01 2.90 0.18
H 2.27 0.55 0.70
H 2.72 -0.61 -0.30
O 2.86 0.29 -0.01
H 0.14 0.20 -2.14
H -0.55 -0.80 -1.34
O -0.71 0.11 -1.71
H -2.89 -0.36 -0.36
H -3.02 -1.17 0.99
O -3.49 -0.61 0.36

two wins, 0.171 eV ahead of the next structure.